Molecular formula: C33H38ClN4O5ReS
Method: DFT, ωB97M-V with the def2-TZVPD basis set

Computed properties:
LUMO level (alpha / beta) ... -9.31 / -10.07 eV
DFT total energy ... -76498.943 eV
Charge ... +3
2S+1 ... 2
HOMO-LUMO gap (alpha / beta) ... 6.67 / 6.15 eV
HOMO level (alpha / beta) ... -16.0 / -16.2 eV
Energy above the lowest of the compared OMol25 structures with the same formula, charge and spin ... 0.0 kcal per mole

Each line ends with the Löwdin charge.
Cartesian coordinates (Å):
N (-0.301, -1.741, -0.091)  -0.0232
H (2.639, -0.997, -4.566)  0.1388
H (-3.503, 0.532, -3.026)  0.1385
N (1.703, -0.153, 0.127)  -0.0706
C (0.601, -2.035, 0.990)  -0.2233
C (-0.002, -2.014, -4.325)  -0.0818
C (0.967, 3.786, 3.391)  -0.0819
C (-3.841, -2.562, -0.691)  -0.0154
C (-3.587, -0.336, -2.385)  0.0332
C (-2.974, 2.067, 3.234)  0.0112
C (-4.908, -2.146, -1.443)  -0.6430
H (3.108, -2.269, 3.953)  0.1400
O (0.049, -0.684, -3.735)  -0.2728
H (4.186, -0.093, 3.113)  0.1478
C (-1.057, 0.933, 2.294)  -0.0448
H (-1.731, -2.819, 0.900)  0.1487
H (-3.172, 1.951, 5.362)  0.1264
N (0.163, 3.392, 0.487)  0.0790
C (1.641, -1.108, 1.110)  -0.1795
C (0.020, -3.000, -3.195)  -0.1202
C (-0.467, 4.389, 1.393)  -0.1242
C (1.557, -3.680, -1.497)  -0.0043
C (3.481, -0.106, 2.290)  0.0689
H (1.359, 2.901, 2.879)  0.0509
H (-0.920, -3.028, -2.639)  0.1316
N (-1.728, 2.252, -0.283)  0.1343
C (2.600, 0.823, 0.267)  -0.1402
H (-3.939, -3.406, -0.021)  0.1332
C (2.419, -2.210, 3.121)  0.0213
C (3.727, -0.576, -2.340)  0.0056
H (0.541, 1.240, -4.225)  0.0914
H (0.113, 3.464, 3.990)  0.0755
H (0.743, -4.107, -0.915)  0.1029
C (-4.775, -1.026, -2.287)  -0.0172
H (2.623, 1.555, -0.528)  0.0718
O (2.389, -0.124, -2.709)  -0.3780
C (-2.480, -0.765, -1.648)  -0.2981
H (0.249, -3.998, -3.571)  0.1565
H (2.963, 0.751, -4.513)  0.1622
C (2.536, -1.149, 2.193)  -0.1324
H (1.142, 3.565, 0.294)  0.1377
S (0.467, 1.988, -1.760)  0.8121
C (-1.526, -2.185, 0.043)  0.0004
C (1.439, -3.151, 2.955)  -0.0068
H (0.109, 5.714, 2.934)  0.1292
C (-0.431, 2.585, -0.351)  -0.6389
H (0.662, 0.108, -5.575)  0.1630
C (0.556, 4.873, 2.404)  -0.2132
O (-3.844, 2.196, 0.483)  0.1764
H (-0.914, -2.099, -4.916)  0.1628
H (-0.481, 0.634, 1.425)  0.0831
C (0.859, 0.240, -4.511)  -0.1243
H (1.354, -3.973, 3.652)  0.1333
O (1.075, -2.572, -2.299)  -0.3222
O (-1.369, -0.036, -1.682)  -0.3099
C (-2.695, 2.091, 0.788)  -0.3635
H (4.444, 0.172, -2.675)  0.1242
H (-0.249, -3.827, 1.816)  0.1293
H (-0.837, 5.201, 0.763)  0.1466
H (2.336, -3.297, -0.845)  0.1031
H (1.736, 4.149, 4.070)  0.0873
C (-0.685, 0.514, 3.560)  -0.0630
H (-1.147, 0.572, 5.655)  0.1227
H (4.197, 1.702, 1.392)  0.1337
C (-2.199, 1.713, 2.131)  -0.1738
H (-3.874, 2.650, 3.088)  0.1377
Re (0.552, -0.511, -1.590)  1.5799
H (-5.636, -0.704, -2.859)  0.1325
H (0.862, -2.153, -4.973)  0.1418
C (-2.607, -1.882, -0.805)  -0.1424
C (0.514, -3.064, 1.892)  0.0245
H (3.774, -0.686, -1.265)  0.0812
H (3.921, -1.533, -2.824)  0.1152
H (1.972, -4.429, -2.169)  0.1204
C (-2.582, 1.668, 4.501)  -0.0259
H (1.425, 5.283, 1.880)  0.1188
C (2.298, -0.040, -4.166)  -0.1097
H (-1.304, 3.929, 1.906)  0.1059
Cl (-6.412, -2.960, -1.357)  0.7819
H (-2.132, 1.984, -1.170)  0.1257
C (-1.441, 0.891, 4.664)  -0.0394
H (0.191, -0.107, 3.698)  0.0999
C (3.491, 0.885, 1.341)  0.0037



Molecular formula: C33H38N4O4S
Method: DFT, ωB97M-V with the def2-TZVPD basis set

Computed properties:
LUMO level ... 0.09 eV
DFT total energy ... -59824.479 eV
SMILES ... CCN(CC)S(=O)(=O)c1ccc(OC(C)C)c(NC(=O)c2c3c(nc4ccccc24)CCN(Cc2ccccc2)C3)c1
Charge ... 0
HOMO-LUMO gap ... 8.76 eV
HOMO level ... -8.7 eV

Each line ends with the Löwdin charge.
Cartesian coordinates (Å):
N (3.196, -0.519, 0.845)  -0.1692
H (5.114, -0.382, 1.626)  0.1232
C (-2.134, -0.013, -2.270)  -0.1849
O (-6.198, 0.620, 0.936)  -0.2774
C (-1.671, 0.661, -5.276)  -0.0300
C (6.169, -2.803, -1.078)  -0.0819
C (0.915, 6.431, 0.421)  -0.0782
C (4.179, 0.181, 1.650)  -0.1763
H (-3.221, -1.247, -3.655)  0.1114
H (1.174, -0.798, -3.943)  0.0814
C (0.722, 3.654, 0.606)  -0.0945
C (-4.816, -1.106, 4.283)  -0.0680
O (-1.171, 1.108, 1.676)  0.1081
H (-0.420, 1.566, -1.353)  0.1590
H (-1.228, 6.402, 0.254)  0.1038
C (2.059, 5.697, 0.568)  -0.0136
C (-0.438, 4.440, 0.455)  -0.0185
H (7.744, -4.193, -0.658)  0.0995
C (-4.296, -0.977, -1.836)  -0.0494
C (-0.338, 5.801, 0.366)  -0.0760
C (0.705, 2.243, 0.716)  -0.0332
C (-2.160, 0.578, -0.986)  -0.1244
C (3.191, -1.951, 1.088)  -0.1554
H (4.834, 1.459, 0.058)  0.1261
H (-4.476, -0.387, 5.023)  0.0757
H (2.356, -2.379, 0.520)  0.1324
H (-3.300, 0.883, 0.797)  0.1109
H (0.984, 0.846, -4.559)  0.0855
S (-5.693, -0.656, 0.521)  0.6696
H (-5.891, -1.229, 4.377)  0.0824
H (5.078, 2.161, 1.657)  0.1200
N (-5.068, -1.411, 1.851)  -0.2561
C (1.991, 4.292, 0.666)  -0.2133
C (3.092, 2.295, 0.911)  -0.2138
C (0.622, -0.175, -4.642)  -0.0336
H (-4.334, -2.060, 4.484)  0.0657
H (-1.215, -1.266, -4.395)  0.1402
O (-6.591, -1.573, -0.122)  -0.2884
C (1.885, 1.553, 0.873)  -0.0564
C (1.883, 0.060, 1.034)  -0.1282
H (-4.899, 0.397, 2.750)  0.1079
H (-1.292, 1.679, -5.237)  0.0887
C (-4.314, -0.380, -0.596)  -0.2697
H (-5.133, -1.587, -2.132)  0.1152
C (6.311, -4.101, 0.929)  -0.0865
O (-0.997, 0.226, -2.979)  -0.0346
H (0.798, -0.533, -5.652)  0.0843
C (5.140, -3.521, 1.386)  -0.0461
C (-3.214, -0.781, -2.683)  0.0035
C (-0.600, 1.503, 0.684)  -0.4378
H (-2.937, -3.990, 1.154)  0.0762
H (-4.838, -3.332, 2.584)  0.1166
H (-3.381, -0.531, 2.771)  0.1070
N (3.134, 3.596, 0.813)  0.1696
C (-3.263, 0.410, -0.168)  0.0155
C (-4.634, -2.774, 1.665)  -0.2438
H (6.822, -4.832, 1.540)  0.1011
H (-1.579, 0.290, -6.293)  0.0866
C (-4.470, -0.597, 2.886)  -0.2640
H (-2.942, -2.413, 0.357)  0.0595
C (4.393, 1.566, 1.052)  -0.0942
H (-5.271, -3.174, 0.875)  0.1087
N (-1.042, 1.319, -0.594)  0.1728
H (1.200, -0.389, 0.305)  0.1336
H (3.854, 0.268, 2.702)  0.1358
H (4.743, -3.801, 2.352)  0.1091
H (1.477, -0.167, 2.041)  0.1446
C (-0.869, -0.226, -4.325)  -0.4203
H (-1.402, 3.954, 0.423)  0.1149
H (-2.514, -2.540, 2.065)  0.0710
C (-3.161, -2.935, 1.285)  -0.0594
H (0.967, 7.508, 0.350)  0.1026
H (3.031, 6.160, 0.618)  0.1109
H (-2.723, 0.676, -5.001)  0.0743
C (4.472, -2.582, 0.614)  -0.2312
H (4.478, -1.492, -1.217)  0.1118
C (6.829, -3.743, -0.303)  -0.0953
H (3.024, -2.187, 2.154)  0.1286
C (4.997, -2.230, -0.624)  -0.0432
H (6.571, -2.520, -2.040)  0.1012



Molecular formula: C33H39BBr4N6O6PbS3Se
Method: DFT, ωB97M-V with the def2-TZVPD basis set

Computed properties:
LUMO level ... 3.39 eV
DFT total energy ... -440028.161 eV
Charge ... -2
HOMO-LUMO gap ... 5.38 eV
HOMO level ... -2.0 eV
Energy above the lowest of the compared OMol25 structures with the same formula, charge and spin ... 24.6 kcal per mole

Each line ends with the Löwdin charge.
Cartesian coordinates (Å):
C (5.257, -0.821, 1.183)  -0.0776
H (-1.716, -5.141, 2.111)  0.0791
H (-2.331, -5.541, -0.725)  0.0711
H (1.475, -3.057, 4.182)  0.0889
C (3.393, 4.458, -6.358)  -0.6487
H (5.634, 0.097, 0.729)  0.0759
C (-3.520, 1.388, 1.856)  -0.5475
H (-0.376, 5.261, -0.976)  0.0853
Br (5.149, 3.852, -6.748)  0.6875
H (1.301, -4.741, -0.117)  0.0781
N (1.115, -0.308, 2.083)  0.1864
H (-2.741, 4.010, 1.256)  0.1167
C (2.853, 5.598, -6.984)  -0.7792
O (0.445, -1.290, -3.177)  -0.3838
O (2.194, -2.585, -4.594)  -0.4597
H (-4.793, 3.012, 1.119)  0.0740
H (3.093, -1.595, 5.443)  0.0747
C (1.307, -0.893, 4.399)  -0.5452
Br (0.799, 7.536, -7.479)  0.6178
C (-3.518, 1.908, 3.299)  -0.0442
C (-0.598, -0.917, -2.263)  -0.8015
O (2.156, -3.060, -1.899)  -0.4733
C (1.931, -0.642, 3.026)  -0.2188
O (0.139, -4.001, -3.461)  -0.4581
C (1.352, 4.140, -5.066)  -0.4511
C (-3.558, -0.139, 1.864)  -0.0550
C (-1.250, -5.542, -0.571)  -0.0555
C (2.691, 3.701, -5.410)  -0.4760
C (-2.624, -1.772, -3.614)  -0.0604
B (0.493, 0.113, -0.174)  -0.5502
C (-0.556, 5.112, 0.091)  -0.0685
H (-2.654, 1.521, 3.844)  0.0752
O (0.672, 3.470, -4.182)  -0.3307
H (-3.553, -0.538, 0.848)  0.0878
H (-4.739, 1.589, 0.071)  0.0955
H (-5.663, 1.545, 1.584)  0.0809
H (-4.465, -0.475, 2.375)  0.0824
C (0.079, 2.664, -0.060)  -0.6644
S (3.358, -0.077, -1.127)  0.7162
H (2.862, 0.162, 5.504)  0.0892
H (-3.002, -0.759, -3.745)  0.0418
C (-2.265, 1.887, 1.154)  -0.2166
H (-2.631, -3.615, -1.650)  0.1104
O (3.162, 2.654, -4.827)  -0.2865
C (1.574, 6.008, -6.657)  -0.7804
C (-0.789, -4.366, 0.300)  -0.5322
C (-2.011, 3.270, 0.948)  0.0495
Br (3.884, 6.563, -8.253)  0.6219
N (-0.300, 1.390, 0.123)  -0.0122
C (0.651, -4.626, 0.752)  -0.0513
S (1.544, 3.047, -0.793)  0.6619
H (-0.757, -5.503, -1.546)  0.0804
N (-1.424, 0.995, 0.744)  0.1873
H (0.686, -5.535, 1.363)  0.0771
H (1.848, -0.908, 6.483)  0.0809
H (0.361, 5.407, 0.602)  0.0758
C (0.845, 5.274, -5.700)  -0.6431
H (-4.425, 1.583, 3.816)  0.0819
C (-1.711, -4.221, 1.517)  -0.0453
C (0.192, 0.124, 4.661)  -0.0568
H (-0.344, -0.140, 5.577)  0.0815
H (-0.040, -2.381, 3.587)  0.0646
H (-3.451, -2.482, -3.550)  0.0757
H (-3.481, 3.000, 3.333)  0.0770
Se (1.322, -2.904, -3.276)  0.8808
H (4.002, -1.065, 3.564)  0.1063
H (-1.381, 5.745, 0.418)  0.0752
C (-1.855, -2.870, -1.528)  0.0082
C (-0.850, -3.060, -0.491)  -0.2382
N (-0.105, -0.961, -0.869)  0.0710
C (0.706, -2.305, 4.378)  -0.0401
C (-1.757, -1.873, -2.404)  -0.2596
S (-1.055, 0.793, -2.701)  0.5927
C (2.346, -0.802, 5.516)  -0.0700
C (3.322, -0.826, 2.757)  0.0453
H (-2.021, -2.013, -4.493)  0.0961
H (-2.688, -0.556, 2.373)  0.0737
C (-4.752, 1.920, 1.111)  -0.0454
C (3.808, -0.670, 1.507)  -0.2446
N (1.592, -0.155, 0.833)  0.0285
H (1.036, -3.786, 1.330)  0.0648
H (5.831, -1.059, 2.080)  0.0729
H (5.390, -1.606, 0.436)  0.0839
H (-0.510, 0.141, 3.828)  0.0562
C (2.887, -0.318, 0.442)  -0.6486
H (0.604, 1.131, 4.776)  0.0887
H (-1.374, -3.395, 2.146)  0.0575
H (0.232, -2.534, 5.337)  0.0826
C (-0.862, 3.673, 0.356)  -0.2398
Pb (1.568, 1.541, -3.315)  1.2242
H (-2.738, -4.006, 1.205)  0.0800
N (-0.013, -2.152, -0.170)  0.1781
H (-0.985, -6.482, -0.080)  0.0780
Br (-0.911, 5.789, -5.184)  0.6851



Molecular formula: C33H39ClCrFN3O4SSi
Method: DFT, ωB97M-V with the def2-TZVPD basis set

Computed properties:
LUMO level (alpha / beta) ... -1.89 / -1.89 eV
DFT total energy ... -109887.461 eV
Charge ... 0
2S+1 ... 5
HOMO-LUMO gap (alpha / beta) ... 4.08 / 4.30 eV
HOMO level (alpha / beta) ... -6.0 / -6.2 eV
Energy above the lowest of the compared OMol25 structures with the same formula, charge and spin ... 0.0 kcal per mole

Each line ends with the Löwdin charge.
Cartesian coordinates (Å):
H (1.818, -1.686, -3.352)  0.0129
C (5.539, 5.141, 0.450)  -0.0783
C (1.202, 0.352, 6.564)  -0.0846
C (2.449, 1.137, -0.350)  -0.2772
C (0.038, 0.556, 4.486)  -0.3602
H (8.519, 0.837, -0.764)  0.1310
C (8.024, -2.180, 0.550)  -0.1352
C (0.232, 1.143, 7.173)  -0.0929
H (1.851, -0.547, 4.708)  0.1068
H (-0.948, -4.730, -2.322)  0.0174
H (-3.757, -2.985, 3.271)  0.1049
C (-0.786, -1.444, 2.897)  -0.3792
C (-2.688, -2.858, 3.157)  -0.0718
H (-0.962, -2.344, -0.170)  -0.0177
N (4.531, 2.838, 0.556)  0.0026
C (3.843, 0.679, -0.215)  -0.0253
N (9.857, -0.988, 1.650)  0.0436
H (-0.399, -4.393, -3.968)  0.0136
H (9.066, -0.666, 2.216)  0.1828
F (5.692, -2.397, -0.708)  0.0569
H (3.335, -1.289, -0.877)  0.1439
H (6.555, 3.765, -0.955)  0.1107
H (-2.959, -2.153, -2.489)  0.0251
H (1.100, -2.377, 2.572)  0.1050
H (7.614, 4.322, 0.431)  0.0965
Si (-0.479, -2.292, -2.561)  0.3658
C (1.108, 0.056, 5.215)  -0.0720
H (2.028, -0.036, 7.148)  0.0986
H (0.142, -4.680, 2.764)  0.0998
Cr (-0.418, 0.293, -0.491)  0.3927
H (-1.732, 1.760, 4.478)  0.1166
H (10.183, -2.510, 0.268)  0.1339
O (1.627, 0.339, -0.812)  -0.0607
H (0.683, -1.673, -4.710)  0.0192
H (-1.571, 2.270, 6.905)  0.1036
H (6.916, 1.648, 0.850)  0.1114
H (10.989, -0.169, 0.074)  0.1334
C (-2.155, -1.583, 3.059)  -0.0940
C (0.050, -2.539, 2.777)  -0.0803
C (-0.242, -4.144, -2.915)  -0.2069
H (7.320, -2.571, 1.284)  0.1416
H (0.765, -4.468, -2.637)  0.0121
C (6.142, 1.019, 0.431)  0.0542
H (9.112, -0.739, -1.274)  0.1370
H (5.790, 5.950, 1.120)  0.1081
H (-2.797, -0.711, 3.061)  0.0990
H (0.712, -0.330, -3.560)  0.0171
S (-0.091, 0.197, 2.731)  0.9878
C (2.185, 2.473, 0.094)  -0.0126
H (0.770, -2.136, -0.502)  -0.0155
H (10.055, 1.006, 1.028)  0.1333
C (9.468, -2.314, 1.066)  -0.0737
C (-0.495, -3.811, 2.870)  -0.0802
C (-0.240, -1.821, -0.808)  -0.3846
Cl (-2.677, 0.282, 0.074)  -0.0849
C (-2.192, -1.833, -3.197)  -0.1965
H (-2.395, -2.297, -4.166)  0.0179
C (-1.859, -3.969, 3.068)  -0.0870
O (-0.180, 2.344, -0.119)  -0.1125
H (10.684, -1.050, 2.239)  0.1829
C (8.833, -0.137, -0.399)  -0.1244
C (-0.825, 1.645, 6.432)  -0.0807
C (3.226, 3.237, 0.495)  0.0498
H (3.014, 4.255, 0.795)  0.1441
H (7.926, -2.777, -0.360)  0.1300
C (0.791, 3.113, 0.112)  -0.6130
C (4.852, 1.530, 0.248)  -0.1163
C (5.540, 3.755, 1.010)  -0.2718
H (-2.302, -0.752, -3.300)  0.0211
H (4.782, 5.372, -0.286)  0.1150
C (6.430, -0.300, 0.125)  -0.1526
C (-0.922, 1.358, 5.076)  -0.0737
C (0.801, -1.416, -3.654)  -0.1951
O (1.311, 0.011, 2.240)  -0.5012
C (6.614, 4.175, 0.044)  -0.1043
N (7.762, -0.763, 0.359)  -0.1148
H (9.573, -3.081, 1.829)  0.1357
C (10.030, 0.028, 0.551)  -0.0729
H (0.310, 1.372, 8.228)  0.0989
H (-2.285, -4.963, 3.125)  0.0989
H (5.818, 3.640, 2.053)  0.1522
C (4.132, -0.649, -0.518)  0.1114
C (5.409, -1.115, -0.368)  -0.1867
O (0.765, 4.320, 0.357)  0.0145



- Which of these has the highest charge?
  C33H38ClN4O5ReS



- Among the records above, which one has the highest DFT total energy?
  C33H38N4O4S